Entry 1:
{
  "formula": "C23H29N3O3",
  "method": "ωB97M-V with the def2-TZVPD basis set",
  "largest_force_ev_per_a": 0.57,
  "e_above_lowest_kj_mol": 382.82,
  "smiles": "COc1ccccc1N1CCN(C(=O)c2ccc(CN3CCOCC3)cc2)CC1",
  "orbital_gap_ev": 8.2012,
  "molar_mass_g_mol": 395.503,
  "total_energy_ha": -1283.790164,
  "e_lumo_ev": 0.659,
  "total_charge": 0,
  "species": ["C", "H", "O", "C", "C", "C", "C", "C", "C", "N", "C", "H", "C", "N", "C", "O", "C", "C", "C", "C", "C", "C", "H", "H", "C", "N", "C", "C", "O", "C", "C", "H", "H", "H", "H", "H", "H", "H", "H", "H", "H", "H", "H", "C", "C", "H", "H", "H", "H", "H", "H", "H", "H", "H", "H", "H", "H", "H"],
  "coordinates": [[3.4108, -4.1245, -0.7363], [2.8752, -3.6757, -1.5724], [2.9700, -3.4343, 0.4046], [3.5074, -3.7625, 1.6299], [4.4211, -4.7919, 1.7962], [4.9083, -5.1272, 3.0489], [4.4868, -4.4173, 4.1552], [3.5936, -3.3757, 3.9988], [3.0751, -3.0202, 2.7520], [2.2012, -1.9405, 2.6961], [2.0087, -1.1207, 1.5267], [2.8638, -1.2135, 0.8621], [0.7109, -1.4717, 0.7792], [-0.3976, -1.4066, 1.7003], [-1.4223, -0.5277, 1.6474], [-2.2921, -0.4806, 2.4991], [-1.4418, 0.3843, 0.4567], [-2.2454, 0.0875, -0.6379], [-2.3159, 0.9617, -1.7055], [-1.5982, 2.1522, -1.6941], [-0.8085, 2.4515, -0.5931], [-0.7278, 1.5752, 0.4749], [-0.1163, 1.8216, 1.3311], [-0.2518, 3.3779, -0.5659], [-1.6932, 3.0930, -2.8661], [-3.0813, 3.2693, -3.2604], [-3.2703, 3.9127, -4.5487], [-3.0624, 5.4320, -4.4904], [-3.9053, 6.0228, -3.5240], [-3.6890, 5.4593, -2.2460], [-3.9006, 3.9399, -2.2620], [-3.6829, 3.5188, -1.2795], [-4.9461, 3.7330, -2.5107], [-4.4051, 5.9406, -1.5784], [-2.6698, 5.6976, -1.9030], [-3.3236, 5.8954, -5.4432], [-2.0098, 5.6619, -4.2594], [-2.5923, 3.4682, -5.2798], [-4.3015, 3.7140, -4.8586], [-1.1782, 4.0357, -2.6190], [-1.1716, 2.6461, -3.7204], [-2.9423, 0.7408, -2.5558], [-2.8143, -0.8304, -0.6459], [-0.2253, -2.2590, 2.8557], [1.0676, -1.8743, 3.5915], [1.2125, -2.5470, 4.4349], [0.9693, -0.8480, 3.9669], [-1.0947, -2.1276, 3.5020], [-0.1636, -3.3023, 2.5258], [0.5508, -0.7841, -0.0512], [0.7901, -2.4928, 0.3917], [1.9399, -0.0777, 1.8657], [3.2964, -2.8016, 4.8629], [4.8613, -4.6605, 5.1378], [5.6118, -5.9393, 3.1478], [4.7522, -5.3631, 0.9435], [4.4877, -4.0036, -0.8926], [3.1682, -5.1911, -0.6852]],
  "atomic_forces_ev_per_a": [[0.07, -0.13, -0.20], [0.06, -0.07, 0.01], [-0.01, 0.08, 0.56], [-0.10, 0.07, -0.06], [0.02, -0.04, -0.15], [0.03, -0.01, 0.04], [0.02, -0.12, 0.03], [0.01, -0.07, -0.13], [0.31, -0.13, 0.00], [-0.14, 0.12, -0.06], [-0.06, 0.05, -0.41], [-0.05, 0.09, 0.06], [0.47, 0.12, -0.21], [0.11, -0.17, 0.06], [-0.05, -0.01, -0.10], [-0.23, 0.13, 0.10], [-0.17, 0.28, 0.02], [0.10, -0.03, 0.10], [0.06, 0.02, 0.01], [0.11, 0.02, 0.05], [-0.03, -0.01, -0.11], [-0.05, -0.20, 0.08], [0.06, 0.02, 0.10], [0.03, 0.11, -0.02], [-0.03, 0.03, -0.09], [0.06, -0.07, -0.07], [-0.02, 0.32, -0.04], [0.06, -0.27, -0.19], [-0.11, 0.01, -0.04], [-0.02, -0.29, 0.20], [-0.08, 0.33, 0.03], [-0.09, 0.01, 0.03], [-0.01, 0.04, 0.11], [0.09, -0.04, 0.05], [-0.07, 0.02, 0.00], [0.10, -0.04, 0.01], [-0.07, 0.02, -0.04], [-0.02, -0.01, -0.04], [0.05, 0.04, -0.10], [0.04, -0.10, -0.03], [0.01, 0.12, 0.03], [-0.09, -0.03, -0.09], [-0.07, -0.09, -0.01], [-0.08, 0.05, 0.49], [-0.35, -0.17, -0.02], [0.01, 0.07, 0.00], [-0.05, -0.07, 0.06], [0.10, -0.08, -0.07], [0.00, 0.03, 0.03], [0.03, -0.09, 0.05], [0.00, 0.12, -0.01], [-0.01, 0.00, -0.08], [-0.02, 0.10, 0.05], [0.03, -0.01, 0.09], [0.07, -0.07, 0.00], [0.00, -0.02, -0.10], [-0.04, -0.02, 0.02], [0.03, 0.04, 0.00]],
  "mulliken_charge": [-1.087, 0.264, -0.201, 0.789, -0.617, -0.773, -0.742, -0.404, 0.444, 0.179, -1.112, 0.513, -0.389, 0.092, 0.138, -0.680, 0.176, -0.266, -0.595, 0.586, -0.899, -0.080, 0.473, 0.356, -0.858, 0.052, -0.769, -0.462, -0.402, -0.458, -0.682, 0.333, 0.322, 0.362, 0.292, 0.366, 0.294, 0.408, 0.363, 0.232, 0.489, 0.430, 0.480, -1.052, -0.851, 0.501, 0.313, 0.526, 0.288, 0.274, 0.317, 0.306, 0.503, 0.373, 0.385, 0.382, 0.398, 0.380]
}


Entry 2:
{
  "formula": "C4H7N2O3",
  "method": "ωB97M-V with the def2-TZVPD basis set",
  "largest_force_ev_per_a": 1.51,
  "e_above_lowest_kj_mol": 530.97,
  "orbital_gap_ev": 9.8961,
  "molar_mass_g_mol": 131.111,
  "total_energy_ha": -491.409432,
  "e_lumo_ev": -4.831,
  "total_charge": 1,
  "species": ["C", "C", "C", "C", "N", "N", "O", "O", "O", "H", "H", "H", "H", "H", "H", "H"],
  "coordinates": [[0.2938, 0.9520, -0.9712], [0.0963, -0.6496, 0.9254], [0.0792, -0.4258, -0.6180], [1.1180, -1.3038, -1.3452], [-1.3898, 1.0391, 1.5981], [-0.9071, 1.7220, 0.6097], [-1.1290, 2.8994, 0.4773], [0.6829, 1.8592, -1.5212], [-1.1038, -0.3117, 1.5929], [0.1958, -1.7203, 1.1151], [0.9500, -0.1262, 1.3756], [-0.9213, -0.6992, -0.9871], [0.9412, -2.3418, -1.0823], [2.1283, -1.0370, -1.0552], [1.0210, -1.2084, -2.4227], [-2.0553, 1.3521, 2.3090]],
  "atomic_forces_ev_per_a": [[-0.03, 1.11, -0.02], [0.48, 0.34, -0.15], [-0.06, -1.49, 0.19], [-0.03, 0.07, 0.00], [0.60, -0.02, -0.41], [-0.06, 0.67, -0.26], [-0.17, -0.46, 0.47], [-0.31, -0.63, 0.39], [-0.58, -0.02, 0.04], [-0.02, 0.17, -0.11], [-0.11, -0.05, -0.02], [0.03, 0.29, 0.05], [-0.05, -0.08, 0.04], [0.16, 0.02, 0.05], [0.02, 0.04, -0.06], [0.14, 0.04, -0.19]],
  "mulliken_charge": [0.550, -0.653, 0.554, -1.452, -0.085, 0.454, -0.536, -0.129, -0.223, 0.391, 0.395, 0.252, 0.396, 0.407, 0.426, 0.256]
}